Run P
This record from the OMol25 dataset describes a structure of composition C3H5NO3. The level of theory is ωB97M-V/def2-TZVPD.

Cartesian coordinates (Å):
O1 -1.118 -0.519 1.304
C1 -0.779 -0.819 0.179
N1 0.692 -0.589 -0.112
C2 0.823 0.748 -0.629
O2 1.484 1.450 0.915
O3 -0.019 1.578 -0.757
C3 -1.160 -1.858 -1.018
H1 1.115 -0.286 0.816
H2 1.640 2.368 1.258
H3 -0.192 -1.819 -1.799
H4 -2.129 -1.750 -1.728
H5 -1.360 -2.892 -0.659

Its expectation value of S² is 0.75. The total charge is -1. Its multiplicity is 2.

Run Q
This record from the OMol25 dataset describes a structure of composition C3H5NO3. The level of theory is ωB97M-V/def2-TZVPD.

Cartesian coordinates (Å):
O1 -1.431 0.884 -1.835
C1 -1.830 0.056 -0.962
C2 -0.880 -0.806 -0.244
N1 0.647 0.370 -0.309
C3 1.243 0.451 0.846
O2 2.309 -0.530 1.015
O3 1.307 1.321 1.731
H1 -2.915 0.044 -0.755
H2 -0.369 -1.559 -0.820
H3 -0.999 -1.044 0.815
H4 0.133 0.794 -1.136
H5 2.786 0.019 1.655

Its expectation value of S² is 0.76. The total charge is -1. Its multiplicity is 2.

Of them, the most stable is run Q and the least stable is run P.

Run P
This record from the OMol25 dataset describes a structure of composition C47H51AsClN4S2Zr. The level of theory is ωB97M-V/def2-TZVPD.

Cartesian coordinates (Å):
Zr1 -0.898 -0.617 -0.377
C1 -0.211 -1.150 2.840
N1 -0.151 0.022 1.954
C2 -1.116 1.059 2.457
C3 -2.551 0.828 2.048
N2 -2.706 0.852 0.574
C4 -2.714 2.275 0.117
C5 -4.011 0.330 0.161
C6 -5.141 0.460 0.955
C7 -6.366 -0.004 0.501
C8 -6.468 -0.583 -0.754
C9 -5.345 -0.698 -1.555
C10 -4.110 -0.244 -1.103
S1 -2.676 -0.400 -2.118
C11 1.144 0.702 2.000
C12 2.007 0.610 3.084
C13 3.104 1.457 3.172
C14 3.323 2.409 2.186
C15 2.488 2.474 1.087
C16 1.400 1.608 0.966
S2 0.350 1.704 -0.429
H1 0.047 -0.890 3.871
H2 0.458 -1.932 2.477
H3 -1.220 -1.537 2.833
H4 -0.771 2.023 2.091
H5 -1.050 1.085 3.551
H6 -3.152 1.621 2.506
H7 -2.921 -0.121 2.428
H8 -3.612 2.763 0.502
H9 -2.722 2.292 -0.972
H10 -1.820 2.787 0.456
H11 -5.083 0.923 1.931
H12 -7.241 0.092 1.129
H13 -7.420 -0.949 -1.111
H14 -5.415 -1.150 -2.535
H15 1.832 -0.100 3.879
H16 3.767 1.384 4.023
H17 4.160 3.090 2.266
H18 2.673 3.193 0.300
C17 -0.312 -2.365 -7.084
C18 -0.888 -2.794 -5.899
C19 -0.743 -2.035 -4.745
C20 -0.021 -0.850 -4.780
C21 0.549 -0.417 -5.974
C22 0.404 -1.176 -7.123
As1 0.187 0.193 -3.162
C23 -0.442 1.954 -3.665
C24 -1.744 2.374 -3.878
C25 -1.987 3.701 -4.196
C26 -0.937 4.604 -4.293
C27 0.367 4.186 -4.090
C28 0.625 2.853 -3.781
C29 1.964 2.274 -3.584
C30 3.162 2.973 -3.683
C31 4.367 2.308 -3.522
C32 4.384 0.944 -3.269
C33 3.193 0.242 -3.155
C34 1.985 0.902 -3.304
H19 -0.426 -2.954 -7.984
H20 -1.454 -3.715 -5.870
H21 -1.222 -2.362 -3.826
H22 1.110 0.510 -6.007
H23 0.848 -0.839 -8.050
H24 -2.567 1.676 -3.804
H25 -3.002 4.032 -4.372
H26 -1.136 5.639 -4.535
H27 1.177 4.897 -4.177
H28 3.165 4.033 -3.899
H29 5.297 2.852 -3.610
H30 5.329 0.426 -3.161
H31 3.225 -0.820 -2.965
C35 5.444 -3.016 -1.700
C36 4.253 -3.552 -0.922
N3 3.387 -2.510 -0.361
C37 3.897 -1.834 0.833
C38 4.472 -0.462 0.517
C39 2.195 -2.196 -0.898
C40 1.894 -2.831 -2.223
N4 1.339 -1.363 -0.341
H32 6.016 -3.843 -2.116
H33 6.113 -2.440 -1.064
H34 5.123 -2.378 -2.524
H35 4.593 -4.160 -0.081
H36 3.656 -4.211 -1.546
H37 4.663 -2.481 1.261
H38 3.105 -1.773 1.585
H39 5.332 -0.547 -0.143
H40 4.787 0.031 1.433
H41 3.739 0.176 0.025
H42 1.649 -3.885 -2.112
H43 2.756 -2.760 -2.885
H44 1.058 -2.333 -2.701
H45 1.758 -0.902 0.463
Cl1 -0.802 -3.616 -1.112
C41 -1.115 -4.215 0.515
C42 -0.596 -5.429 0.910
C43 -0.874 -5.861 2.202
C44 -1.662 -5.077 3.033
C45 -2.174 -3.866 2.593
C46 -1.905 -3.387 1.307
C47 -2.395 -2.109 0.745
H46 -0.001 -6.023 0.232
H47 -0.482 -6.806 2.548
H48 -1.892 -5.421 4.032
H49 -2.810 -3.283 3.249
H50 -3.139 -1.680 1.415
H51 -2.948 -2.369 -0.168

The total charge is +1.

Run Q
This record from the OMol25 dataset describes a structure of composition C47H51AsClN4S2Zr. The level of theory is ωB97M-V/def2-TZVPD.

Cartesian coordinates (Å):
Zr1 -1.168 0.352 -1.338
C1 0.435 2.402 0.843
N1 -0.739 1.490 0.874
C2 -0.439 0.470 1.923
C3 -1.174 -0.830 1.706
N2 -0.810 -1.405 0.393
C4 0.512 -2.065 0.478
C5 -1.785 -2.383 -0.088
C6 -2.612 -3.078 0.784
C7 -3.536 -3.988 0.300
C8 -3.636 -4.211 -1.065
C9 -2.806 -3.530 -1.937
C10 -1.861 -2.619 -1.463
S1 -0.766 -1.820 -2.611
C11 -1.956 2.235 1.246
C12 -1.875 3.313 2.122
C13 -3.005 4.026 2.485
C14 -4.241 3.660 1.973
C15 -4.331 2.580 1.115
C16 -3.200 1.852 0.744
S2 -3.438 0.464 -0.322
H1 0.719 2.710 1.851
H2 0.218 3.285 0.252
H3 1.284 1.886 0.409
H4 -0.693 0.875 2.907
H5 0.639 0.299 1.925
H6 -2.248 -0.662 1.720
H7 -0.920 -1.521 2.518
H8 0.474 -2.890 1.195
H9 1.269 -1.357 0.816
H10 0.787 -2.447 -0.503
H11 -2.553 -2.909 1.851
H12 -4.180 -4.515 0.990
H13 -4.360 -4.915 -1.452
H14 -2.874 -3.694 -3.004
H15 -0.925 3.619 2.537
H16 -2.914 4.863 3.164
H17 -5.132 4.213 2.241
H18 -5.287 2.280 0.706
C17 3.343 3.934 5.134
C18 3.289 4.194 3.773
C19 3.346 3.144 2.867
C20 3.471 1.833 3.315
C21 3.529 1.577 4.682
C22 3.462 2.626 5.587
As1 3.581 0.428 1.972
C23 3.341 -1.175 3.038
C24 2.174 -1.645 3.620
C25 2.180 -2.853 4.304
C26 3.354 -3.592 4.392
C27 4.527 -3.119 3.824
C28 4.532 -1.901 3.153
C29 5.722 -1.239 2.575
C30 7.022 -1.733 2.591
C31 8.055 -0.974 2.065
C32 7.804 0.282 1.522
C33 6.507 0.775 1.484
C34 5.475 0.014 2.008
H19 3.294 4.750 5.844
H20 3.202 5.213 3.417
H21 3.298 3.351 1.802
H22 3.632 0.561 5.042
H23 3.508 2.424 6.649
H24 1.260 -1.065 3.569
H25 1.275 -3.216 4.773
H26 3.358 -4.535 4.922
H27 5.440 -3.693 3.920
H28 7.235 -2.703 3.022
H29 9.065 -1.360 2.084
H30 8.619 0.874 1.128
H31 6.308 1.749 1.052
C35 4.223 0.528 -4.670
C36 3.517 -0.690 -4.096
N3 2.860 -0.462 -2.797
C37 3.538 -1.109 -1.667
C38 4.889 -0.484 -1.355
C39 1.726 0.230 -2.677
C40 1.077 0.745 -3.928
N4 1.129 0.518 -1.538
H32 4.760 0.237 -5.573
H33 4.943 0.934 -3.959
H34 3.527 1.321 -4.940
H35 4.248 -1.479 -3.923
H36 2.797 -1.099 -4.803
H37 3.661 -2.161 -1.933
H38 2.903 -1.091 -0.785
H39 5.568 -0.561 -2.205
H40 5.350 -1.003 -0.514
H41 4.780 0.568 -1.091
H42 1.239 0.107 -4.791
H43 1.465 1.741 -4.145
H44 0.005 0.849 -3.790
H45 1.681 0.246 -0.730
Cl1 -2.655 0.540 -3.655
C41 -3.399 2.107 -3.363
C42 -4.631 2.388 -3.915
C43 -5.232 3.593 -3.579
C44 -4.591 4.458 -2.704
C45 -3.345 4.142 -2.180
C46 -2.703 2.949 -2.508
C47 -1.355 2.560 -1.978
H46 -5.117 1.678 -4.569
H47 -6.200 3.842 -3.990
H48 -5.063 5.392 -2.427
H49 -2.854 4.829 -1.501
H50 -1.116 3.213 -1.139
H51 -0.604 2.780 -2.748

The total charge is +1.

Of them, the most stable is run P and the least stable is run Q.